Entry 1:
Below is C41H50BF6KN10O4S3Sb as an isolated structure at a distorted geometry, with properties calculated with the ωB97M-V functional and the def2-TZVPD basis.

Properties
E_HOMO (alpha / beta) = -1.92 / -2.95 eV
⟨S²⟩ = 0.773
gap between HOMO and LUMO (alpha / beta) = 4.835 / 5.867 eV

Structure (ORCA input):
```
! RIJCOSX wB97M-V def2-TZVPD def2/J DEFGRID3
* xyz -2 2
K -1.55392 0.14056 1.80904
N 0.71592 -0.00173 -2.40999
C -0.22779 -0.65380 -3.13387
C -0.40397 -2.00085 -3.14919
C -1.35921 -2.62092 -3.94552
C -2.14169 -1.87642 -4.75936
C -1.98283 -0.49036 -4.76905
C -1.04715 0.12201 -3.87419
S -0.95006 1.82609 -3.95846
N 0.67288 2.13526 -3.42117
C 1.22921 1.17318 -2.80302
C 2.63451 1.30714 -2.44535
C 3.26487 2.59016 -2.64784
C 4.60711 2.70366 -2.41425
C 5.24469 1.52799 -1.99676
C 4.57160 0.38991 -1.81383
N 3.29078 0.22539 -2.10380
H 1.46545 -0.63422 -2.06020
H 0.05741 -2.61925 -2.46085
H -1.48098 -3.70184 -4.04176
H -2.90238 -2.32570 -5.35512
H -2.50817 0.11158 -5.44378
H 2.58282 3.32787 -3.00218
H 5.11822 3.68182 -2.56098
H 6.29027 1.54187 -1.80460
H 5.08886 -0.39824 -1.30983
N 5.49777 1.38160 2.95809
C 5.96414 1.02770 1.61508
C 6.49204 -0.44569 1.55821
C 5.57093 -1.44602 2.19137
C 4.53782 -1.88710 1.16669
N 3.36885 -2.59580 1.82513
C 2.27134 -1.93769 2.13816
N 1.02782 -4.18640 2.17744
N 2.36685 -0.62386 2.40325
C 6.82479 2.05729 0.75428
O 6.62891 3.29680 0.97679
O 7.47272 1.49423 -0.15370
H 6.17565 2.02601 3.38713
H 4.64496 1.92552 2.75782
H 5.01025 1.05341 1.06446
H 7.39046 -0.62818 2.13474
H 6.73969 -0.64736 0.52397
H 5.09110 -0.98702 3.10282
H 6.14771 -2.32424 2.43112
H 5.08149 -2.62488 0.47316
H 4.06986 -1.09613 0.57423
H 3.28694 -3.53975 1.54494
H 0.08677 -4.56948 2.25752
H 1.45631 -4.28746 3.10285
H 3.28596 -0.16604 2.53855
H 1.53218 -0.07883 2.46633
F -2.26219 -8.90304 -1.39765
Sb -3.68650 -7.94128 -0.49241
F -3.57503 -6.86647 -2.09928
F -2.37647 -6.82748 0.37161
F -3.88900 -9.04537 1.06429
F -4.98338 -6.66204 0.18657
F -5.06734 -8.84747 -1.33597
O -1.60128 6.35869 -2.68922
C -1.78286 5.54181 -1.78359
O -3.41239 -1.15777 0.52720
S -4.32868 -2.31378 0.54258
C -5.16479 -2.37023 -1.05189
C -4.06587 -2.69959 -2.03768
C -2.93264 -3.52219 -1.37741
C -3.41845 -3.69317 0.11452
H -5.79755 -1.48981 -1.15673
H -5.88737 -3.18408 -0.84800
H -3.74850 -1.74466 -2.61783
H -4.41172 -3.32057 -2.83348
H -2.09097 -2.93917 -1.51222
H -2.85991 -4.53022 -1.82891
H -2.52963 -3.58324 0.79147
H -3.90150 -4.66149 0.23813
C 4.27560 5.48778 0.73108
N 3.74877 4.14844 1.00990
C 2.51044 3.83015 0.71262
N 1.67325 4.76177 0.18451
S 2.03157 2.15750 1.06063
H 5.28789 5.51336 1.20798
H 3.68565 6.26167 1.29759
H 4.38195 5.70301 -0.26574
H 4.39207 3.51223 1.33810
H 2.02706 5.56978 -0.39944
H 0.73425 4.41421 0.10617
B 1.67573 -4.94643 0.95944
C 0.95201 -2.66140 1.91973
N -0.09280 -2.07941 1.68484
H 1.61891 -4.13386 0.02148
H 0.92950 -5.92718 0.85124
H 2.79777 -5.31575 1.32276
C -2.14550 4.60146 -1.06778
C -2.63049 3.85422 -0.06477
C -3.55488 3.28847 0.73508
C -3.06667 3.00489 2.14279
C -1.76039 3.25484 2.60622
C -1.41818 3.10929 3.94115
C -2.32162 2.61969 4.88834
C -3.51480 2.20209 4.40840
C -3.93038 2.37099 3.12099
C -4.88884 3.08589 0.16210
C -5.53931 4.13538 -0.45064
C -6.84752 3.94144 -1.03408
C -7.44501 2.70228 -1.01099
C -6.79593 1.61405 -0.29824
C -5.52616 1.84956 0.20501
H -1.01360 3.53347 1.92229
H -0.42450 3.32462 4.17108
H -2.06594 2.35532 5.94640
H -4.19091 1.77746 5.11484
H -5.01711 2.03014 2.95520
H -4.99156 5.02533 -0.58624
H -7.37353 4.72655 -1.50549
H -8.36957 2.43952 -1.52604
H -7.24218 0.59263 -0.14738
H -5.08075 0.99541 0.76032
*
```

Results of the Mulliken charge analysis, in e, for atoms 1 through 5: atom 1 (K): 0.887, atom 2 (N): 0.200, atom 3 (C): 0.029, atom 4 (C): -0.576, atom 5 (C): -0.595

---

Entry 2:
Below is C41H51AsBr2CaN3O7P2 as an isolated structure at a distorted geometry, with properties calculated with the ωB97M-V functional and the def2-TZVPD basis.

Properties
E_HOMO (alpha / beta) = -15.84 / -14.39 eV
gap between HOMO and LUMO (alpha / beta) = 7.449 / 3.702 eV

Structure (ORCA input):
```
! RIJCOSX wB97M-V def2-TZVPD def2/J DEFGRID3
* xyz 3 1
Ca -1.85892 -0.77116 -1.07557
Br -3.60246 1.38628 5.03828
C -3.27947 0.65922 3.35769
C -3.12746 1.53840 2.26413
C -3.04047 0.86755 1.05635
N -2.97152 -0.51335 0.94111
C -3.23467 -1.30101 2.03090
C -3.22215 -0.70923 3.27569
C -3.60078 -2.68595 1.94360
C -4.19596 -3.31616 3.02696
C -4.16240 -4.71423 3.11316
Br -4.09150 -5.63677 4.75300
C -4.01653 -5.47154 1.92958
C -3.78934 -4.79887 0.74870
N -3.33053 -3.46146 0.82052
H -3.25339 2.65570 2.30658
H -3.00112 1.45405 0.11831
H -3.19414 -1.28682 4.19526
H -4.49874 -2.72419 3.89846
H -4.11264 -6.53170 1.97987
H -3.86295 -5.19526 -0.25655
C 3.77414 2.25009 -1.76355
C 2.91467 2.09557 -3.03823
C 2.66676 3.39137 -3.73410
O 1.54176 1.59422 -2.50462
P 0.60902 0.44050 -2.97052
O 0.03654 -0.25255 -1.79271
C -0.64311 1.06957 -4.10161
P -2.05999 1.79818 -3.32958
O -2.65004 0.96075 -2.21185
O -1.64277 3.25445 -2.81300
C -2.57226 4.16365 -1.96106
C -2.79038 5.27269 -2.93100
C -1.89873 4.47086 -0.63030
O -2.99262 1.91977 -4.60446
C -4.47567 2.09639 -4.82842
C -5.08758 0.70701 -4.87170
C -4.55546 2.81098 -6.17075
O 1.34795 -0.52424 -3.95061
C 1.54432 -2.00843 -3.67670
C 1.56006 -2.69139 -5.02647
C 2.86548 -2.06789 -2.91548
H 4.82790 2.38902 -2.02362
H 3.64918 1.41374 -1.09359
H 3.50726 3.21438 -1.24388
H 3.22058 1.28252 -3.67674
H 2.37741 4.16935 -3.03146
H 1.89591 3.26881 -4.50150
H 3.59545 3.62110 -4.25257
H -1.04673 0.24895 -4.72270
H -0.15389 1.74712 -4.77126
H -3.48608 3.59624 -1.75491
H -2.00839 6.05447 -2.85625
H -3.80330 5.75357 -2.80120
H -2.82077 4.86032 -3.97294
H -0.84016 4.71005 -0.80856
H -1.94481 3.61386 0.04712
H -2.37933 5.29691 -0.17805
H -4.88370 2.76344 -4.03620
H -4.57699 0.07779 -5.61888
H -6.12497 0.74188 -5.19381
H -5.03229 0.29402 -3.84541
H -4.14324 2.17097 -6.92275
H -3.99784 3.75061 -6.10984
H -5.59819 3.08230 -6.40437
H 0.66440 -2.29731 -3.09860
H 2.36540 -2.29495 -5.64522
H 0.60717 -2.51885 -5.57230
H 1.74769 -3.76777 -4.89801
H 2.86147 -2.98778 -2.30365
H 3.13087 -1.23099 -2.22699
H 3.68717 -2.21540 -3.66237
C 3.14726 -2.70311 7.96230
C 2.12478 -3.43187 7.37321
C 1.81546 -3.16899 6.01095
C 2.39877 -2.10487 5.34155
C 3.30816 -1.27579 5.96974
C 3.70347 -1.63408 7.25045
As 1.70537 -1.72509 3.55029
C 1.77822 0.26713 3.48548
C 1.79901 1.03714 4.63760
C 2.17644 2.39766 4.55012
C 2.59201 2.94707 3.34437
C 2.35882 2.19596 2.16715
C 1.96279 0.88187 2.24560
C 3.24124 -2.14113 2.44757
C 3.04264 -2.73411 1.20839
C 4.14990 -3.03434 0.41684
C 5.42328 -2.63472 0.79952
C 5.57100 -1.91260 1.99692
C 4.49393 -1.71082 2.84418
H 3.49968 -2.95449 8.95479
H 1.60393 -4.16435 7.98170
H 1.01289 -3.77047 5.58754
H 3.68923 -0.36162 5.49802
H 4.48617 -1.10520 7.76662
H 1.67839 0.59028 5.60391
H 2.18887 3.01446 5.42851
H 3.10604 3.91950 3.32542
H 2.36934 2.63831 1.15806
H 1.78897 0.28152 1.34882
H 2.03314 -2.97296 0.89158
H 4.02759 -3.56378 -0.50981
H 6.27135 -2.72783 0.14280
H 6.53315 -1.47926 2.22022
H 4.63740 -1.31456 3.81357
O -2.38052 -3.67448 -1.09355
N -2.68042 -2.87384 -0.17927
*
```

Results of the Mulliken charge analysis, in e, for atoms 1 through 5: atom 1 (Ca): 2.284, atom 2 (Br): -0.076, atom 3 (C): 0.021, atom 4 (C): -0.626, atom 5 (C): -0.083

---

Entry 3:
Below is C41H51Br2Ge2N4O4PRuS2Se as an isolated structure at a distorted geometry, with properties calculated with the ωB97M-V functional and the def2-TZVPD basis.

Properties
E_HOMO (alpha / beta) = -6.90 / -6.88 eV
gap between HOMO and LUMO (alpha / beta) = 4.956 / 4.877 eV

Structure (ORCA input):
```
! RIJCOSX wB97M-V def2-TZVPD def2/J DEFGRID3
* xyz 0 1
Ru -0.03770 -0.27716 0.29209
C -0.46629 2.07387 3.10952
C -1.25208 2.56886 1.93463
C -2.14685 3.65374 2.07884
C -2.98846 3.99549 1.06061
C -2.94321 3.27219 -0.15049
C -3.82480 3.43925 -1.23542
Br -5.23733 4.71287 -1.13334
C -3.70161 2.68604 -2.37165
C -2.66529 1.76035 -2.48849
Br -2.46193 0.78346 -4.09611
C -1.75545 1.52098 -1.46000
O -0.77346 0.68294 -1.55582
C -1.94290 2.27732 -0.25743
N -1.13824 1.93561 0.78026
H -1.07407 2.09479 4.01548
H 0.42178 2.68270 3.28356
H -0.13559 1.05453 2.91241
H -2.18035 4.17132 3.02823
H -3.70877 4.79337 1.17945
H -4.40579 2.80356 -3.18289
C -3.81370 0.50520 2.35324
O -3.56669 0.11848 0.99567
P -2.31364 -0.83173 0.64299
O -3.00195 -1.35170 -0.69759
C -2.28986 -2.09215 -1.70490
O -2.43446 -2.03323 1.69248
C -3.61191 -2.83931 1.79471
H -4.86259 0.30335 2.56818
H -3.62626 1.56927 2.47823
H -3.18920 -0.06039 3.04869
H -3.00151 -2.27373 -2.50672
H -1.92927 -3.04326 -1.31219
H -1.45459 -1.51610 -2.09329
H -3.31215 -3.74544 2.31365
H -4.00198 -3.09004 0.80940
H -4.38463 -2.32226 2.36670
C 4.99096 -0.95309 0.20177
Ge 3.66451 -1.94631 -0.90172
C 4.52738 -2.60206 -2.56844
C 3.23287 -3.55714 0.15035
Ge 1.70242 -0.50140 -1.41034
C 2.45051 1.06552 -2.39645
C 3.76054 1.01911 -2.86731
C 4.26345 2.01098 -3.69907
C 3.45888 3.07863 -4.07300
C 2.16115 3.15780 -3.58669
C 1.66778 2.16381 -2.75174
C 0.94273 -1.51237 -2.93147
C 0.66681 -2.87230 -2.76792
C 0.13465 -3.62278 -3.80423
C -0.11708 -3.02558 -5.03230
C 0.16871 -1.68075 -5.21557
C 0.68968 -0.93035 -4.17115
H 5.60118 -1.67192 0.74876
H 4.45981 -0.33929 0.93347
H 5.65624 -0.32474 -0.39583
H 5.16969 -3.44124 -2.29941
H 5.13800 -1.84690 -3.06212
H 3.77613 -2.95057 -3.27703
H 4.16364 -4.00239 0.50626
H 2.70474 -4.30154 -0.44594
H 2.61759 -3.30007 1.01047
H 4.39775 0.18537 -2.59460
H 5.27958 1.94384 -4.06983
H 3.83806 3.83984 -4.74381
H 1.52609 3.98738 -3.87531
H 0.65186 2.23052 -2.38485
H 0.85906 -3.34550 -1.81099
H -0.08346 -4.67329 -3.65652
H -0.53300 -3.61070 -5.84289
H -0.02492 -1.20988 -6.17167
H 0.89679 0.12193 -4.32183
S 1.98989 1.61964 0.99363
C 2.93498 2.76052 0.18927
N 4.24087 2.63171 -0.05574
C 4.79107 3.77580 -0.77250
C 3.60969 4.76710 -0.78553
N 2.54024 3.97787 -0.19120
H 4.69463 1.73298 -0.02484
H 5.08813 3.49198 -1.78156
H 5.65963 4.17515 -0.24871
H 3.34854 5.08106 -1.79670
H 3.81486 5.65336 -0.18228
H 1.59226 4.29142 -0.08739
S -0.60321 -4.85199 0.48153
C -0.12906 -3.33102 0.49707
N 0.28080 -2.22897 0.45865
C 1.35744 1.19107 8.43596
C 1.39137 0.74013 7.00085
C 2.51475 0.94053 6.20920
C 2.58952 0.47944 4.90137
C 3.83088 0.73273 4.09031
C 1.49446 -0.22129 4.36177
Se 1.64061 -1.03892 2.63540
C 0.33105 -0.39005 5.12945
C -0.88678 -1.10475 4.60714
C 0.30396 0.09171 6.43347
H 2.32038 1.60155 8.73687
H 1.11925 0.35232 9.09173
H 0.59639 1.95800 8.59278
H 3.37153 1.46103 6.62542
H 4.56106 1.29795 4.67022
H 3.58569 1.28532 3.18388
H 4.26773 -0.21806 3.78057
H -0.90787 -1.13456 3.51998
H -1.79422 -0.62105 4.97677
H -0.89020 -2.13736 4.96404
H -0.59509 -0.06469 7.02229
*
```

Results of the Mulliken charge analysis, in e, for atoms 1 through 5: atom 1 (Ru): 2.846, atom 2 (C): -0.885, atom 3 (C): 0.192, atom 4 (C): -1.264, atom 5 (C): -1.192

---

Entry 4:
Below is C41H52AsBr2N3O7Si2Tc as an isolated structure, with properties calculated with the ωB97M-V functional and the def2-TZVPD basis.

Properties
E_HOMO (alpha / beta) = -7.58 / -7.56 eV
⟨S²⟩ = 3.772
gap between HOMO and LUMO (alpha / beta) = 6.942 / 5.644 eV

Structure (ORCA input):
```
! RIJCOSX wB97M-V def2-TZVPD def2/J DEFGRID3
* xyz 0 4
Tc 1.08986 -1.13172 0.58476
C -1.88319 5.86998 -1.44277
C -1.38768 5.71393 0.00020
C -0.10217 6.53330 0.15553
C -2.45069 6.26491 0.96063
C -1.14108 4.24419 0.33087
C -0.15532 3.85006 1.22613
C 0.04228 2.50793 1.47331
Br 1.27645 2.06219 2.85446
C -0.67051 1.48146 0.83445
O -0.27504 0.22010 0.98556
C -1.79411 1.87621 0.07077
C -1.95923 3.24091 -0.17023
C -2.95468 0.97737 -0.40807
C -2.77832 -0.52537 -0.19019
C -3.24212 1.20457 -1.90024
C -4.19232 1.39145 0.40693
H -1.91551 6.92748 -1.70871
H -2.88932 5.47218 -1.57680
H -1.22032 5.36119 -2.14461
H -0.26984 7.55114 -0.19839
H 0.71468 6.10124 -0.42574
H 0.21694 6.60153 1.19601
H -2.65852 7.31437 0.74136
H -2.11287 6.19063 1.99562
H -3.38283 5.70474 0.86954
H 0.45775 4.57070 1.74763
H -2.80602 3.53662 -0.77354
H -1.92616 -0.92879 -0.72854
H -3.67242 -1.03032 -0.56379
H -2.66644 -0.76407 0.86789
H -2.36273 0.99990 -2.50823
H -3.56818 2.22225 -2.11323
H -4.03674 0.53105 -2.22655
H -4.01937 1.22811 1.47246
H -5.05514 0.79559 0.10196
H -4.43897 2.44383 0.26518
C 1.83287 -1.15880 3.85979
O 0.98098 -1.63271 2.80996
C -0.16364 -2.30588 3.18509
C -0.59346 -2.43544 4.48970
C -1.78295 -3.11483 4.74345
Br -2.37005 -3.28025 6.53174
C -2.53538 -3.65789 3.72758
C -2.09557 -3.53742 2.40806
C -0.90553 -2.86311 2.13993
O -0.44475 -2.72029 0.88299
C -2.83315 -4.06690 1.26190
N -2.38113 -3.94473 0.03511
C -3.32866 -4.51678 -0.79579
C -3.34882 -4.64607 -2.18284
C -4.44659 -5.26768 -2.73925
C -5.49924 -5.74991 -1.94337
C -5.48848 -5.62742 -0.56809
C -4.37987 -4.99982 -0.01231
N -4.03401 -4.69999 1.29794
H 2.15944 -1.99903 4.47348
H 1.30844 -0.41479 4.45944
H 2.68307 -0.69562 3.36958
H -0.03345 -2.01796 5.31130
H -3.45524 -4.17430 3.96397
H -1.14498 -3.15262 0.22855
H -2.53393 -4.27625 -2.79097
H -4.49903 -5.38997 -3.81220
H -6.34076 -6.23200 -2.42212
H -6.30183 -6.00030 0.03931
H -4.56632 -4.91963 2.12066
O 0.36810 -0.98388 -6.34192
C 0.23054 -1.99961 -5.64427
O -0.06333 -3.17376 -5.90748
C 0.46001 -1.73596 -4.14589
C -0.04854 -0.59103 -3.54145
C 0.16475 -0.36253 -2.19976
N 0.88947 -1.20619 -1.45528
C 1.40517 -2.31378 -2.02841
C 1.19858 -2.61363 -3.35348
C 2.19718 -3.18148 -1.08619
O 2.74070 -4.19906 -1.42614
O 2.22742 -2.69500 0.14533
H -0.60179 0.12081 -4.13945
H -0.22539 0.50863 -1.69157
H 1.59208 -3.53424 -3.76170
C 4.81555 -2.47426 1.93502
Si 5.14551 -0.83428 1.11274
C 5.86809 0.38267 2.35703
C 6.32974 -1.07722 -0.30202
As 3.10115 0.23506 0.52201
Si 3.47481 2.13982 -0.85950
C 3.93804 3.53159 0.29503
C 1.92758 2.52903 -1.80762
C 4.90228 1.80267 -2.01337
H 5.73959 -3.05727 1.92377
H 4.04865 -3.04175 1.40976
H 4.50781 -2.35608 2.97524
H 6.42118 -0.14276 3.13814
H 5.09019 0.97904 2.83796
H 6.55502 1.07859 1.87101
H 7.27460 -1.43288 0.11766
H 6.52858 -0.16384 -0.85769
H 5.96550 -1.83244 -1.00040
H 3.11666 3.78835 0.96407
H 4.21279 4.42258 -0.27463
H 4.79314 3.24607 0.91175
H 1.08591 2.73633 -1.14263
H 1.65346 1.71681 -2.47897
H 2.10626 3.41714 -2.41965
H 5.85171 1.91392 -1.48834
H 4.87734 2.53318 -2.82508
H 4.86579 0.80816 -2.45794
*
```

Results of the Mulliken charge analysis, in e, for atoms 1 through 5: atom 1 (Tc): 0.739, atom 2 (C): -1.733, atom 3 (C): 1.650, atom 4 (C): -1.864, atom 5 (C): -1.645

---

One value per record, in order, for DFT total energy: -5099.76032; -11027.25230; -15048.90121; -10328.22319 a.u..